Record 1
{"formula": "C3H9N3", "method": "wB97M-V/def2-TZVPD", "lumo_ha": 0.0359, "gap_ev": 10.17, "relative_energy_kcal_mol": 95.55, "e_homo_ev": -9.190, "symbols": ["C", "C", "C", "H", "H", "H", "H", "H", "H", "H", "H", "H", "N", "N", "N"], "xyz": [[1.1070, -0.2619, 1.1978], [0.2795, 0.7603, 0.4537], [-0.5946, -0.2491, -2.7833], [-0.0965, 0.0838, 2.9804], [-0.7508, -1.0685, 1.8776], [1.2705, -1.1188, 0.4338], [2.0816, 0.2398, 1.6137], [0.7698, 1.4674, -0.1845], [-0.3691, 1.2468, 1.2399], [-1.4984, 0.4531, -0.5927], [-1.9125, -0.4159, -2.5102], [-0.0497, -0.3103, -3.8283], [0.1441, -0.8131, 2.3748], [-0.5626, 0.0278, -0.4539], [0.1818, -0.0414, -1.8185]], "atomic_forces_ev_per_a": [[-0.20, -0.67, 1.20], [-0.96, 0.22, 0.71], [-2.13, -0.60, -0.68], [0.55, -2.42, -1.64], [1.22, 0.44, 0.64], [0.25, 1.29, 1.74], [-1.81, -1.45, -0.52], [0.95, 0.80, 0.38], [0.61, 0.00, -1.12], [0.96, -0.17, -0.21], [4.03, 0.50, -1.44], [-1.78, 0.00, 2.01], [0.64, 2.41, -0.82], [-0.38, -0.64, -2.87], [-1.98, 0.30, 2.62]]}



Record 2
{"formula": "C6H9N3O", "method": "wB97M-V/def2-TZVPD", "lumo_ha": 0.0022, "gap_ev": 8.36, "relative_energy_kcal_mol": 82.71, "e_homo_ev": -8.303, "symbols": ["C", "C", "C", "C", "C", "C", "N", "N", "N", "O", "H", "H", "H", "H", "H", "H", "H", "H", "H"], "xyz": [[1.8519, 1.1860, 0.0025], [0.6340, -0.8513, -0.4640], [1.5265, 0.1857, -2.3841], [-1.2051, 1.3994, -0.3832], [0.8830, 0.1903, 0.4537], [-0.3525, -1.9218, -0.1030], [2.5258, 2.0772, -0.3516], [1.2968, -0.8800, -1.7298], [0.5400, 0.3110, 1.7689], [-1.6843, 1.5511, 0.7479], [2.1975, 0.1626, -3.3294], [1.0278, 1.1260, -2.1852], [-0.4819, 1.9670, -0.9144], [-1.4601, 0.5801, -0.9889], [-1.0224, -1.6300, 0.6991], [0.1450, -2.8175, 0.4173], [-0.8534, -2.2857, -1.0265], [0.8611, 1.2224, 2.1202], [-0.3130, -0.1328, 2.0945]], "atomic_forces_ev_per_a": [[0.95, 1.89, -0.14], [-0.07, 2.17, 0.98], [0.29, -0.77, -1.81], [-1.55, -0.13, 2.78], [1.46, -1.66, -2.54], [1.15, -1.69, 0.08], [-1.22, -1.92, 0.99], [0.04, -0.07, 0.91], [0.66, 0.32, 0.37], [1.05, 0.28, -2.38], [-1.15, -0.16, 1.70], [0.10, 0.18, 0.04], [0.83, 1.70, 0.17], [-1.06, -1.57, -0.87], [-0.53, 0.50, -0.39], [-0.26, 1.02, -1.11], [0.05, 0.19, 0.86], [-1.00, -0.94, 0.34], [0.27, 0.66, -0.01]]}



Record 3
{"formula": "C3H8NO2S", "method": "wB97M-V/def2-TZVPD", "lumo_ha": 0.1480, "gap_ev": 7.58, "relative_energy_kcal_mol": 73.40, "charge": -1, "e_homo_ev": -3.550, "symbols": ["C", "C", "C", "N", "O", "O", "S", "H", "H", "H", "H", "H", "H", "H", "H"], "xyz": [[0.5866, -1.8666, 0.4476], [-1.5054, 0.9925, 0.2130], [0.4156, -0.3474, 0.6421], [-0.5469, 0.1164, -0.3002], [1.5073, 1.8796, -0.7316], [1.0617, 0.4312, -2.6080], [0.4539, 1.3392, -1.5892], [1.6127, -2.2388, 0.8788], [-0.3724, -2.3721, 0.8774], [-1.9982, 1.4620, -0.6196], [-2.2222, 0.4584, 0.8820], [-1.0356, 1.8606, 0.4828], [0.0053, -0.0900, 1.5899], [0.6628, -1.8735, -0.6641], [1.3749, 0.2485, 0.4992]], "atomic_forces_ev_per_a": [[0.71, 0.19, 0.41], [-1.64, -1.19, -0.83], [0.75, 0.16, -0.34], [1.54, -0.55, -2.66], [0.41, 0.60, 0.80], [-0.79, 0.36, 0.72], [-0.31, -1.58, -1.05], [-2.09, 0.35, -0.48], [1.95, 0.41, -0.97], [-1.26, -0.45, -0.79], [0.45, 0.92, -0.10], [1.09, 2.50, 2.72], [0.10, 0.03, 1.44], [-0.27, -0.89, 0.76], [-0.64, -0.85, 0.35]]}



Record 4
{"formula": "C5H13N2P", "method": "wB97M-V/def2-TZVPD", "lumo_ha": [-0.3600, -0.3229], "gap_ev": [7.46, 8.64], "charge": 2, "e_homo_ev": [-17.253, -17.424], "symbols": ["C", "C", "C", "C", "C", "N", "N", "P", "H", "H", "H", "H", "H", "H", "H", "H", "H", "H", "H", "H", "H"], "xyz": [[-0.8397, -1.4597, -0.2523], [0.7035, -1.3933, -0.1891], [0.3719, 1.1589, -0.3454], [-1.0145, 1.2574, 0.3907], [1.2218, 0.0238, 0.2549], [-1.6823, -0.0209, 0.0948], [2.6918, 0.0738, -0.1124], [-3.3334, -0.1355, -0.2344], [-1.4875, -2.2087, -0.6339], [0.8866, -2.1818, 0.5569], [1.1632, -1.4675, -1.1133], [0.2378, 1.1139, -1.4902], [0.7694, 2.1546, -0.2360], [-1.2085, 1.3332, 1.5104], [-1.5238, 2.0379, -0.1177], [0.9749, 0.1685, 1.3187], [3.3675, 0.7821, 0.2265], [2.7193, 0.2355, -1.1486], [3.1615, -0.7341, 0.0938], [-3.8284, 0.6234, 0.9396], [-3.3513, -1.3616, 0.4871]], "atomic_forces_ev_per_a": [[-0.52, 7.29, 1.27], [-2.54, 1.53, 2.35], [-0.26, 0.60, -0.70], [0.81, -2.38, -0.27], [-1.89, 0.22, 1.12], [3.56, -5.41, -1.63], [-1.04, 3.24, -1.90], [-1.84, -0.09, 1.50], [-0.39, -0.66, -0.08], [0.87, 0.08, -0.45], [0.49, -1.45, -2.18], [-0.22, -0.41, 1.68], [0.89, 0.25, 0.42], [1.31, 0.48, -1.16], [-0.88, 0.73, -0.26], [1.38, -0.34, -0.01], [-1.05, 0.44, 0.54], [0.18, -0.47, 0.74], [1.32, -3.29, 0.54], [0.49, -0.40, -1.05], [-0.66, 0.03, -0.48]]}



Record 5
{"formula": "C41H47N4O7RuS4Te", "method": "wB97M-V/def2-TZVPD", "lumo_ha": [0.0724, -0.0120], "gap_ev": [7.11, 4.88], "relative_energy_kcal_mol": 26.30, "charge": -1, "e_homo_ev": [-5.145, -5.204], "s2": 6.05, "spin_multiplicity": 5, "symbols": ["Ru", "O", "C", "C", "N", "C", "C", "O", "O", "C", "C", "O", "O", "H", "H", "H", "H", "H", "H", "H", "H", "H", "C", "S", "C", "O", "H", "H", "H", "H", "H", "H", "S", "C", "S", "C", "N", "N", "C", "C", "C", "C", "C", "C", "S", "H", "H", "H", "H", "H", "C", "C", "C", "C", "C", "C", "Te", "N", "C", "O", "C", "C", "C", "C", "C", "C", "C", "C", "C", "C", "C", "C", "C", "C", "C", "C", "C", "C", "H", "H", "H", "H", "H", "H", "H", "H", "H", "H", "H", "H", "H", "H", "H", "H", "H", "H", "H", "H", "H", "H", "H", "H", "H", "H", "H"], "xyz": [[0.1970, -0.6670, 0.0172], [0.4447, -3.1753, 1.0543], [0.1757, -3.0824, 2.4507], [0.5486, -1.7251, 3.0278], [-0.1030, -0.5787, 2.3857], [-1.5616, -0.5752, 2.5529], [-2.2782, -1.4767, 1.5514], [-3.2749, -2.1034, 1.8646], [-1.7231, -1.4984, 0.3735], [0.4458, 0.6975, 2.8433], [0.2489, 1.7843, 1.7754], [0.2930, 2.9591, 2.1081], [0.0809, 1.3489, 0.5754], [-0.4054, -3.1640, 0.5955], [0.7956, -3.8293, 2.9543], [-0.8675, -3.3306, 2.6583], [1.6257, -1.5764, 2.9241], [0.3092, -1.7435, 4.1034], [-1.9074, 0.4384, 2.3432], [-1.8581, -0.8373, 3.5748], [1.5171, 0.5934, 3.0241], [-0.0268, 1.0281, 3.7742], [0.0510, -0.1320, -4.2191], [-0.8962, 0.3082, -2.7624], [-2.0328, -1.0738, -2.8241], [-1.6595, 1.5278, -3.1536], [-0.6620, -0.1403, -5.0446], [0.5397, -1.0928, -4.0813], [0.7930, 0.6491, -4.3730], [-1.4607, -2.0000, -2.7856], [-2.6025, -0.9827, -3.7498], [-2.6804, -1.0187, -1.9521], [-7.2156, 5.2583, 1.0115], [-5.9226, 4.4168, 0.4346], [-5.3275, 3.0062, 1.2352], [-4.0988, 2.7870, 0.0417], [-4.1384, 3.7161, -0.8910], [-5.1190, 4.6115, -0.6860], [-5.1732, 5.6681, -1.6778], [-6.1374, 6.6677, -1.6490], [-6.1227, 7.6542, -2.6276], [-5.1675, 7.6544, -3.6270], [-4.2140, 6.6458, -3.6494], [-4.2078, 5.6532, -2.6863], [-2.9394, 1.5723, 0.0177], [-6.8871, 6.6823, -0.8811], [-6.8781, 8.4288, -2.5938], [-5.1617, 8.4303, -4.3814], [-3.4597, 6.6232, -4.4248], [-3.4638, 4.8748, -2.7166], [9.2310, 2.8444, 4.4901], [8.0291, 2.3559, 3.7285], [7.6488, 1.0225, 3.7603], [6.5392, 0.5579, 3.0621], [6.1957, -0.9011, 3.1795], [5.7760, 1.4439, 2.2841], [4.0225, 0.7812, 1.2349], [2.0474, -0.2919, -0.3648], [2.0207, -0.8984, -1.5195], [1.0615, -1.7583, -1.7250], [3.0033, -0.5930, -2.5949], [3.5318, 0.6882, -2.6987], [4.3924, 0.9977, -3.7413], [4.7352, 0.0270, -4.6719], [4.2134, -1.2563, -4.5649], [3.3404, -1.5633, -3.5328], [5.1001, -0.5831, 0.0216], [4.8183, -1.9522, 0.0531], [3.8361, -2.5876, 0.9989], [5.4592, -2.7986, -0.8518], [6.3640, -2.3275, -1.7853], [7.0161, -3.2462, -2.7800], [6.6466, -0.9686, -1.7854], [6.0351, -0.0878, -0.9021], [6.4125, 1.3643, -0.9973], [6.1407, 2.8001, 2.2626], [5.3965, 3.8670, 1.4970], [7.2574, 3.2270, 2.9783], [9.6892, 2.0362, 5.0604], [8.9619, 3.6384, 5.1895], [9.9891, 3.2498, 3.8167], [8.2275, 0.3215, 4.3537], [6.8392, -1.3882, 3.9130], [6.3105, -1.4181, 2.2256], [5.1563, -1.0338, 3.4857], [3.2452, 1.4284, -1.9611], [4.7968, 1.9989, -3.8262], [5.4070, 0.2716, -5.4859], [4.4837, -2.0133, -5.2913], [2.9147, -2.5545, -3.4352], [3.7337, -2.0091, 1.9156], [4.1651, -3.5977, 1.2508], [2.8416, -2.6596, 0.5544], [5.2225, -3.8579, -0.8264], [6.6958, -4.2776, -2.6326], [8.1044, -3.2150, -2.6959], [6.7592, -2.9557, -3.8016], [7.3508, -0.5714, -2.5101], [6.8989, 1.5609, -1.9532], [7.0987, 1.6450, -0.1944], [5.5415, 2.0149, -0.9073], [4.4872, 3.5008, 1.0282], [6.0337, 4.2853, 0.7136], [5.1190, 4.6859, 2.1629], [7.5235, 4.2800, 2.9449]], "atomic_forces_ev_per_a": [[0.67, 0.15, -0.36], [-0.01, 0.02, 0.13], [0.03, -0.01, -0.02], [0.02, 0.09, 0.11], [-0.03, -0.32, 0.01], [-0.02, -0.06, 0.05], [0.09, -0.17, -0.24], [0.05, 0.16, 0.06], [-0.13, -0.04, 0.02], [-0.03, 0.06, -0.07], [0.20, 0.16, -0.08], [-0.03, -0.19, 0.06], [-0.63, 0.17, 0.12], [-0.07, -0.01, -0.11], [-0.03, 0.01, 0.03], [-0.02, 0.04, -0.02], [0.00, -0.01, -0.04], [0.05, 0.00, 0.00], [-0.07, -0.01, 0.05], [0.04, -0.02, -0.01], [-0.01, 0.00, -0.08], [0.04, -0.01, 0.01], [-0.01, -0.02, -0.09], [-0.14, 0.36, 0.14], [-0.02, -0.06, -0.09], [0.06, -0.18, -0.02], [0.06, -0.01, -0.04], [-0.02, -0.01, 0.03], [0.01, 0.00, 0.02], [0.02, 0.00, 0.01], [-0.03, -0.04, 0.01], [-0.01, 0.03, 0.01], [-0.01, -0.01, 0.04], [0.19, 0.07, -0.30], [-0.25, -0.08, 0.42], [0.36, 0.14, -0.53], [-0.10, -0.08, 0.10], [-0.11, 0.13, 0.03], [-0.01, -0.15, 0.15], [0.07, 0.01, -0.10], [-0.04, -0.01, 0.04], [0.02, 0.00, -0.01], [0.00, -0.01, 0.00], [-0.04, 0.05, -0.01], [-0.07, -0.02, 0.15], [-0.03, 0.01, 0.03], [0.00, 0.00, 0.00], [-0.01, 0.00, -0.01], [0.00, 0.00, 0.00], [0.02, -0.04, 0.02], [0.05, 0.01, 0.03], [-0.02, 0.01, -0.01], [0.04, 0.01, -0.01], [0.01, -0.06, -0.02], [-0.02, -0.06, 0.02], [0.08, 0.18, 0.12], [0.00, 0.00, 0.06], [0.02, 0.04, -0.16], [0.28, -0.17, 0.50], [-0.35, 0.13, 0.05], [-0.16, -0.15, -0.15], [-0.02, 0.00, -0.05], [-0.04, 0.03, 0.00], [0.01, 0.00, -0.03], [0.00, 0.00, -0.01], [0.04, 0.01, 0.02], [-0.01, 0.04, -0.04], [-0.04, -0.09, 0.02], [-0.03, -0.02, 0.03], [-0.01, -0.01, 0.01], [0.03, 0.04, 0.03], [0.01, -0.03, -0.03], [0.03, -0.02, 0.01], [0.06, -0.05, -0.03], [0.01, 0.05, 0.04], [0.02, 0.00, 0.01], [-0.07, 0.01, -0.04], [0.02, 0.00, 0.01], [0.00, 0.00, 0.00], [-0.01, 0.00, 0.00], [-0.01, 0.00, -0.01], [0.00, -0.01, 0.00], [0.00, 0.00, 0.00], [0.01, 0.00, -0.01], [-0.01, 0.02, 0.00], [0.01, 0.00, 0.01], [0.00, 0.00, 0.00], [0.01, 0.00, 0.00], [0.00, 0.00, 0.00], [-0.01, 0.00, -0.01], [0.02, 0.00, 0.02], [-0.01, -0.01, 0.02], [0.03, 0.02, -0.03], [0.00, -0.01, 0.00], [0.00, 0.00, 0.00], [0.00, 0.01, 0.00], [-0.01, 0.01, 0.00], [0.00, -0.01, -0.01], [0.02, 0.01, 0.01], [0.00, -0.01, 0.01], [-0.03, -0.02, -0.01], [0.02, -0.01, 0.00], [0.01, 0.00, 0.00], [0.01, 0.00, 0.01], [0.00, 0.01, 0.01]]}



Record 6
{"formula": "C15H20N2O2S2", "method": "wB97M-V/def2-TZVPD", "lumo_ha": -0.0123, "gap_ev": 7.53, "relative_energy_kcal_mol": 301.02, "e_homo_ev": -7.865, "symbols": ["C", "C", "H", "H", "O", "C", "O", "C", "H", "H", "S", "C", "N", "C", "N", "C", "C", "C", "C", "S", "C", "H", "H", "H", "C", "H", "H", "H", "C", "C", "H", "H", "H", "C", "H", "H", "H", "H", "H", "H", "H"], "xyz": [[2.1200, 5.0293, -0.0171], [1.9342, 4.2477, -1.3668], [2.0240, 4.9549, -2.2894], [2.7008, 3.5786, -1.4250], [0.5129, 3.7983, -1.4204], [0.5511, 2.6274, -0.9497], [1.5000, 2.0261, -0.2918], [-1.0177, 2.1402, -1.3513], [-1.5048, 2.8414, -2.0273], [-1.4562, 1.9310, -0.3222], [-0.8074, 0.4971, -2.2775], [-0.8746, -0.4366, -0.7488], [-1.1233, 0.0681, 0.6785], [-0.8600, -0.6630, 1.5650], [-0.8019, -1.8945, 1.7192], [-0.4039, -2.5065, 0.6130], [-0.5608, -1.9726, -0.5336], [-0.3085, -2.8352, -1.7109], [-0.2648, -4.2222, -1.4345], [-0.1197, -4.2482, 0.3946], [-0.0368, -5.2970, -2.1317], [1.1416, -5.1803, -2.7880], [-0.7154, -5.5515, -2.9128], [0.3317, -6.1894, -1.4926], [-0.6088, -2.4227, -3.4128], [0.4102, -1.8646, -3.4386], [-0.3324, -3.3328, -3.6712], [-1.3351, -1.9726, -3.6143], [-0.8930, 0.2244, 2.9619], [0.4447, 0.6616, 3.2815], [1.0226, -0.1252, 3.3387], [0.6609, 1.3109, 2.3884], [0.3643, 1.3324, 4.0582], [-1.5897, -0.6425, 4.1854], [-1.5838, -0.0493, 5.0408], [-2.5073, -1.0797, 3.6432], [-1.0931, -1.5372, 4.1896], [-1.4142, 0.9643, 2.7305], [3.0290, 5.6122, 0.0212], [1.3783, 5.9166, -0.0528], [2.0866, 4.2610, 0.8712]], "atomic_forces_ev_per_a": [[-1.46, 0.05, -0.21], [-1.25, 6.35, -0.29], [-0.24, -1.06, 1.74], [1.09, -2.70, -0.44], [4.26, 1.98, -0.71], [-1.01, -5.74, 2.77], [-4.84, 2.58, -3.40], [2.74, -1.90, 1.71], [0.18, 0.02, 0.42], [-0.07, 0.20, -1.65], [-0.85, 0.26, 3.29], [0.29, -4.02, 5.54], [-0.36, 6.98, -15.11], [-0.73, 0.63, 11.74], [2.96, -5.80, 1.24], [-1.39, -3.96, 4.19], [0.10, 6.49, -10.77], [-3.07, -1.57, -2.18], [-0.49, 11.13, 6.57], [-0.18, -0.32, 0.08], [6.74, -7.73, -4.82], [-3.29, -0.18, 1.52], [-0.63, -0.48, -0.40], [-1.32, 1.10, -1.10], [14.69, -3.00, 9.16], [-1.97, -0.22, -0.97], [0.19, -4.02, -2.57], [-11.14, 6.44, -3.09], [1.13, -9.42, 1.95], [-1.83, 4.05, -3.41], [3.67, -3.59, 0.83], [0.82, -0.57, 0.66], [0.56, 1.13, 2.30], [-1.00, 1.05, -5.95], [-0.68, 0.53, 1.57], [0.27, 1.41, 1.67], [2.06, -2.03, 0.93], [-4.95, 6.34, -1.77], [0.77, -0.45, -0.14], [0.51, -1.85, 0.75], [-0.30, 1.89, -1.64]]}



F_max
In order: 4.31; 3.37; 3.86; 7.42; 0.77; 17.57
Unit: eV Å⁻¹